# C60H150N6O16P4

A 10-piece molecular cluster, C60H150N6O16P4 overall at a distorted geometry (ωB97M-V with the def2-TZVPD basis set, the OMol25 dataset).

Calculated values
**E**: -143514.1830 eV
**Energy relative to the best compared isomer or geometry (same formula, charge and spin)**: 41.6 kcal/mol
**Maximum force**: 0.064 hartree/bohr
**Structure (SMILES)**: CCOP(=O)(OCC)OCC.CCOP(=O)(OCC)OCC.CCOP(=O)(OCC)OCC.CCOP(=O)(OCC)OCC.CCN(CC)CC.CCN(CC)CC.CCN(CC)CC.CCN(CC)CC.CCN(CC)CC.CCN(CC)CC
**HOMO-LUMO gap**: 8.111 eV

Last columns: bonded neighbours and bond lengths (Å).
Cartesian coordinates (Å):
1 C -20.550 -16.628 11.979  C2 1.477, H12 1.101, H13 1.056, H14 1.107
2 C -19.306 -16.905 12.725  C1 1.477, O3 1.477, H15 1.085, H16 1.080
3 O -19.215 -18.366 12.920  C2 1.477, P4 1.548
4 P -18.770 -19.306 11.773  O3 1.548, O5 1.482, O6 1.549, O9 1.645
5 O -18.094 -18.823 10.546  P4 1.482
6 O -17.855 -20.342 12.474  P4 1.549, C7 1.511
7 C -16.838 -21.170 11.724  O6 1.511, C8 1.510, H17 1.060, H18 1.071
8 C -16.893 -22.569 12.293  C7 1.510, H19 1.108, H20 1.102, H21 1.102
9 O -20.192 -20.040 11.389  P4 1.645, C10 1.430
10 C -20.343 -20.664 10.111  O9 1.430, C11 1.554, H22 1.085, H23 1.112
11 C -21.796 -21.162 9.871  C10 1.554, H24 1.081, H25 1.085, H26 1.145
12 H -20.891 -15.587 11.870  C1 1.101
13 H -20.557 -17.076 11.022  C1 1.056
14 H -21.359 -17.163 12.515  C1 1.107
15 H -18.416 -16.491 12.262  C2 1.085
16 H -19.373 -16.588 13.755  C2 1.080
17 H -17.027 -21.046 10.689  C7 1.060
18 H -15.876 -20.782 11.992  C7 1.071
19 H -17.857 -23.110 12.211  C8 1.108
20 H -16.101 -23.181 11.832  C8 1.102
21 H -16.700 -22.453 13.372  C8 1.102
22 H -19.939 -20.088 9.285  C10 1.085
23 H -19.700 -21.567 10.203  C10 1.112
24 H -22.229 -21.682 10.715  C11 1.081
25 H -22.334 -20.221 9.844  C11 1.085
26 H -21.890 -21.790 8.918  C11 1.145
27 C -13.401 -20.307 9.995  C28 1.521, H38 1.058, H39 1.110, H40 1.095
28 C -12.098 -19.956 9.294  C27 1.521, O29 1.521, H41 1.082, H42 1.077
29 O -11.955 -21.061 8.258  C28 1.521, P30 1.564
30 P -10.561 -21.488 7.694  O29 1.564, O31 1.432, O32 1.585, O35 1.573
31 O -9.542 -21.885 8.617  P30 1.432
32 O -10.940 -22.525 6.556  P30 1.585, C33 1.452
33 C -10.771 -23.934 6.862  O32 1.452, C34 1.491, H43 1.090, H44 1.111
34 C -9.424 -24.342 6.370  C33 1.491, H45 1.096, H46 1.131, H47 1.081
35 O -10.177 -20.271 6.774  P30 1.573, C36 1.427
36 C -9.149 -20.526 5.817  O35 1.427, C37 1.493, H48 1.073, H49 1.129
37 C -8.422 -19.252 5.535  C36 1.493, H50 1.110, H51 1.086, H52 1.092
38 H -13.497 -21.315 10.301  C27 1.058
39 H -13.554 -19.547 10.790  C27 1.110
40 H -14.179 -20.183 9.235  C27 1.095
41 H -12.247 -19.021 8.769  C28 1.082
42 H -11.290 -19.993 10.004  C28 1.077
43 H -10.946 -24.107 7.924  C33 1.090
44 H -11.663 -24.403 6.394  C33 1.111
45 H -8.553 -23.996 6.938  C34 1.096
46 H -9.399 -25.470 6.449  C34 1.131
47 H -9.305 -24.053 5.336  C34 1.081
48 H -8.419 -21.260 6.099  C36 1.073
49 H -9.623 -20.828 4.838  C36 1.129
50 H -8.198 -18.704 6.474  C37 1.110
51 H -7.523 -19.509 4.982  C37 1.086
52 H -8.934 -18.566 4.857  C37 1.092
53 C -9.498 -20.226 1.778  C54 1.538, H64 1.082, H65 1.087, H66 1.093
54 C -10.727 -20.197 0.853  C53 1.538, O55 1.478, H67 1.084, H68 1.088
55 O -11.918 -20.211 1.728  C54 1.478, P56 1.531
56 P -12.593 -18.875 2.050  O55 1.531, O57 1.479, O58 1.568, O61 1.627
57 O -11.918 -17.682 1.493  P56 1.479
58 O -12.831 -18.810 3.599  P56 1.568, C59 1.445
59 C -13.400 -19.937 4.302  O58 1.445, C60 1.494, H69 1.135, H70 1.141
60 C -13.562 -19.471 5.713  C59 1.494, H71 1.104, H72 1.061, H73 1.116
61 O -14.116 -19.143 1.543  P56 1.627, C62 1.465
62 C -14.256 -19.769 0.226  O61 1.465, C63 1.495, H74 1.083, H75 1.084
63 C -15.699 -19.945 -0.125  C62 1.495, H76 1.114, H77 1.090, H78 1.057
64 H -9.786 -20.975 2.503  C53 1.082
65 H -8.658 -20.632 1.221  C53 1.087
66 H -9.371 -19.186 2.088  C53 1.093
67 H -10.774 -19.329 0.206  C54 1.084
68 H -10.727 -21.115 0.269  C54 1.088
69 H -14.370 -20.245 3.799  C59 1.135
70 H -12.697 -20.816 4.121  C59 1.141
71 H -14.235 -18.599 5.635  C60 1.104
72 H -14.098 -20.206 6.261  C60 1.061
73 H -12.599 -19.216 6.215  C60 1.116
74 H -13.854 -19.209 -0.609  C62 1.083
75 H -13.819 -20.759 0.283  C62 1.084
76 H -16.319 -20.106 0.786  C63 1.114
77 H -16.137 -19.062 -0.591  C63 1.090
78 H -15.932 -20.704 -0.822  C63 1.057
79 C -16.050 -15.396 8.071  C80 1.557, H90 1.109, H91 1.110, H92 1.129
80 C -16.939 -16.575 7.579  C79 1.557, O81 1.416, H93 1.045, H94 1.116
81 O -16.386 -17.097 6.385  C80 1.416, P82 1.613
82 P -16.869 -16.290 5.075  O81 1.613, O83 1.438, O84 1.542, O87 1.613
83 O -18.253 -15.900 5.095  P82 1.438
84 O -15.899 -15.096 4.964  P82 1.542, C85 1.396
85 C -14.700 -14.910 4.275  O84 1.396, C86 1.549, H95 1.099, H96 1.121
86 C -13.476 -14.494 5.129  C85 1.549, H97 1.063, H98 1.102, H99 1.099
87 O -16.432 -17.345 3.936  P82 1.613, C88 1.429
88 C -16.697 -16.914 2.600  O87 1.429, C89 1.499, H100 1.105, H101 1.072
89 C -18.112 -17.046 2.125  C88 1.499, H102 1.076, H103 1.093, H104 1.057
90 H -15.433 -14.947 7.266  C79 1.109
91 H -16.687 -14.559 8.425  C79 1.110
92 H -15.309 -15.707 8.865  C79 1.129
93 H -16.932 -17.317 8.316  C80 1.045
94 H -17.973 -16.171 7.470  C80 1.116
95 H -14.424 -15.846 3.769  C85 1.099
96 H -14.885 -14.114 3.508  C85 1.121
97 H -13.136 -15.219 5.827  C86 1.063
98 H -12.613 -14.258 4.487  C86 1.102
99 H -13.761 -13.550 5.614  C86 1.099
100 H -16.475 -15.838 2.482  C88 1.105
101 H -16.064 -17.473 1.938  C88 1.072
102 H -18.815 -16.617 2.818  C89 1.076
103 H -18.200 -16.485 1.192  C89 1.093
104 H -18.406 -18.061 2.099  C89 1.057
105 C -18.282 -25.938 2.962  C106 1.553, H112 1.084, H113 1.093, H114 1.133
106 C -19.715 -25.718 2.405  C105 1.553, N107 1.423, H115 1.093, H116 1.095
107 N -20.761 -25.223 3.232  C106 1.423, C108 1.498, C110 1.453
108 C -21.174 -26.192 4.297  N107 1.498, C109 1.529, H117 1.091, H118 1.134
109 C -21.571 -27.609 3.884  C108 1.529, H119 1.114, H120 1.085, H121 1.075
110 C -20.437 -23.876 3.671  N107 1.453, C111 1.494, H122 1.092, H123 1.081
111 C -21.644 -23.067 4.020  C110 1.494, H124 1.099, H125 1.073, H126 1.107
112 H -18.210 -26.764 3.661  C105 1.084
113 H -17.828 -25.069 3.445  C105 1.093
114 H -17.657 -26.234 2.066  C105 1.133
115 H -19.655 -25.076 1.522  C106 1.093
116 H -20.094 -26.668 2.015  C106 1.095
117 H -20.376 -26.264 5.037  C108 1.091
118 H -22.045 -25.786 4.899  C108 1.134
119 H -22.289 -28.012 4.634  C109 1.114
120 H -22.105 -27.646 2.941  C109 1.085
121 H -20.690 -28.226 3.919  C109 1.075
122 H -19.850 -23.434 2.863  C110 1.092
123 H -19.784 -24.026 4.519  C110 1.081
124 H -22.332 -23.350 4.829  C111 1.099
125 H -22.272 -22.993 3.152  C111 1.073
126 H -21.285 -22.080 4.368  C111 1.107
127 C -15.838 -25.437 9.336  C128 1.551, H134 1.083, H135 1.082, H136 1.126
128 C -15.907 -26.657 8.381  C127 1.551, N129 1.458, H137 1.080, H138 1.116
129 N -14.961 -27.676 8.819  C128 1.458, C130 1.488, C132 1.514
130 C -14.646 -28.731 7.817  N129 1.488, C131 1.541, H139 1.065, H140 1.085
131 C -13.882 -28.212 6.584  C130 1.541, H141 1.124, H142 1.110, H143 1.072
132 C -15.177 -28.264 10.198  N129 1.514, C133 1.538, H144 1.064, H145 1.107
133 C -16.446 -29.132 10.244  C132 1.538, H146 1.078, H147 1.053, H148 1.148
134 H -16.012 -24.458 8.909  C127 1.083
135 H -14.862 -25.443 9.804  C127 1.082
136 H -16.531 -25.537 10.219  C127 1.126
137 H -16.949 -26.925 8.279  C128 1.080
138 H -15.568 -26.295 7.381  C128 1.116
139 H -14.000 -29.398 8.337  C130 1.065
140 H -15.526 -29.283 7.503  C130 1.085
141 H -12.825 -27.884 6.784  C131 1.124
142 H -13.763 -28.956 5.769  C131 1.110
143 H -14.536 -27.425 6.266  C131 1.072
144 H -15.234 -27.430 10.856  C132 1.064
145 H -14.275 -28.872 10.400  C132 1.107
146 H -16.294 -29.973 9.588  C133 1.078
147 H -17.333 -28.827 9.764  C133 1.053
148 H -16.805 -29.391 11.304  C133 1.148
149 C -21.253 -20.568 1.187  C150 1.529, H156 1.053, H157 1.092, H158 1.117
150 C -21.139 -21.803 0.293  C149 1.529, N151 1.437, H159 1.036, H160 1.087
151 N -22.139 -21.764 -0.738  C150 1.437, C152 1.437, C154 1.440
152 C -23.452 -21.925 -0.178  N151 1.437, C153 1.539, H161 1.132, H162 1.102
153 C -24.579 -21.238 -0.970  C152 1.539, H163 1.093, H164 1.025, H165 1.088
154 C -21.869 -22.635 -1.852  N151 1.440, C155 1.533, H166 1.073, H167 1.150
155 C -20.921 -21.963 -2.852  C154 1.533, H168 1.134, H169 1.126, H170 1.074
156 H -22.164 -20.463 1.706  C149 1.053
157 H -21.237 -19.746 0.468  C149 1.092
158 H -20.427 -20.393 1.918  C149 1.117
159 H -20.216 -21.754 -0.173  C150 1.036
160 H -21.128 -22.689 0.924  C150 1.087
161 H -23.616 -23.014 0.082  C152 1.132
162 H -23.311 -21.469 0.816  C152 1.102
163 H -24.581 -21.640 -1.986  C153 1.093
164 H -25.532 -21.378 -0.619  C153 1.025
165 H -24.361 -20.182 -1.115  C153 1.088
166 H -22.816 -22.933 -2.259  C154 1.073
167 H -21.402 -23.614 -1.471  C154 1.150
168 H -21.235 -20.874 -2.890  C155 1.134
169 H -21.113 -22.391 -3.875  C155 1.126
170 H -19.853 -21.958 -2.737  C155 1.074
171 C -14.177 -22.873 5.994  C172 1.482, H178 1.078, H179 1.060, H180 1.130
172 C -15.485 -22.347 6.452  C171 1.482, N173 1.442, H181 1.124, H182 1.088
173 N -16.172 -21.421 5.587  C172 1.442, C174 1.432, C176 1.487
174 C -16.671 -21.966 4.360  N173 1.432, C175 1.533, H183 1.140, H184 1.052
175 C -17.390 -21.036 3.376  C174 1.533, H185 1.026, H186 1.080, H187 1.089
176 C -17.102 -20.496 6.286  N173 1.487, C177 1.552, H188 1.165, H189 1.088
177 C -18.312 -21.170 6.986  C176 1.552, H190 1.081, H191 1.052, H192 1.073
178 H -14.115 -23.625 5.225  C171 1.078
179 H -13.646 -23.143 6.870  C171 1.060
180 H -13.630 -21.984 5.560  C171 1.130
181 H -16.087 -23.226 6.810  C172 1.124
182 H -15.210 -21.806 7.355  C172 1.088
183 H -17.445 -22.776 4.570  C174 1.140
184 H -15.879 -22.445 3.861  C174 1.052
185 H -16.859 -20.161 3.305  C175 1.026
186 H -18.361 -20.754 3.758  C175 1.080
187 H -17.518 -21.424 2.366  C175 1.089
188 H -16.476 -19.796 6.975  C176 1.165
189 H -17.470 -19.884 5.465  C176 1.088
190 H -19.113 -20.459 7.135  C177 1.081
191 H -18.662 -21.864 6.276  C177 1.052
192 H -18.218 -21.647 7.943  C177 1.073
193 C -20.528 -18.461 4.127  C194 1.576, H200 1.093, H201 1.105, H202 1.102
194 C -21.696 -17.673 4.833  C193 1.576, N195 1.492, H203 1.120, H204 1.094
195 N -21.955 -18.156 6.220  C194 1.492, C196 1.455, C198 1.437
196 C -21.025 -17.868 7.301  N195 1.455, C197 1.524, H205 1.075, H206 1.106
197 C -21.055 -16.397 7.696  C196 1.524, H207 1.084, H208 1.081, H209 1.101
198 C -22.587 -19.444 6.310  N195 1.437, C199 1.541, H210 1.083, H211 1.118
199 C -24.083 -19.420 6.678  C198 1.541, H212 1.049, H213 1.096, H214 1.093
200 H -20.681 -19.531 4.290  C193 1.093
201 H -19.542 -18.209 4.559  C193 1.105
202 H -20.559 -18.279 3.041  C193 1.102
203 H -21.470 -16.576 4.858  C194 1.120
204 H -22.597 -17.746 4.216  C194 1.094
205 H -21.306 -18.514 8.113  C196 1.075
206 H -19.972 -18.109 7.068  C196 1.106
207 H -20.454 -16.126 8.556  C197 1.084
208 H -20.679 -15.800 6.876  C197 1.081
209 H -22.093 -16.048 7.819  C197 1.101
210 H -22.065 -20.069 7.024  C198 1.083
211 H -22.392 -19.885 5.301  C198 1.118
212 H -24.590 -20.223 6.232  C199 1.049
213 H -24.566 -18.511 6.301  C199 1.096
214 H -24.184 -19.482 7.764  C199 1.093
215 C -14.522 -26.848 2.442  C216 1.500, H222 1.057, H223 1.107, H224 1.105
216 C -14.062 -25.480 2.853  C215 1.500, N217 1.511, H225 1.158, H226 1.120
217 N -13.456 -24.738 1.684  C216 1.511, C218 1.442, C220 1.440
218 C -13.092 -23.406 2.101  N217 1.442, C219 1.530, H227 1.113, H228 1.096
219 C -12.011 -23.509 3.178  C218 1.530, H229 1.099, H230 1.088, H231 1.098
220 C -14.392 -24.634 0.595  N217 1.440, C221 1.542, H232 1.110, H233 1.096
221 C -13.648 -24.088 -0.641  C220 1.542, H234 1.062, H235 1.123, H236 1.119
222 H -14.603 -27.480 3.286  C215 1.057
223 H -13.725 -27.350 1.862  C215 1.107
224 H -15.458 -26.907 1.858  C215 1.105
225 H -14.946 -24.910 3.337  C216 1.158
226 H -13.265 -25.584 3.633  C216 1.120
227 H -12.661 -22.888 1.215  C218 1.113
228 H -13.956 -22.767 2.315  C218 1.096
229 H -12.315 -23.676 4.220  C219 1.099
230 H -11.245 -24.269 3.039  C219 1.088
231 H -11.631 -22.479 3.162  C219 1.098
232 H -15.169 -23.890 0.869  C220 1.110
233 H -14.867 -25.587 0.339  C220 1.096
234 H -14.323 -24.145 -1.459  C221 1.062
235 H -12.821 -24.680 -1.118  C221 1.123
236 H -13.261 -23.038 -0.603  C221 1.119